{
  "formula": "C47H56AsCsF5GeN4O3S3Sb",
  "method": "ωB97M-V/def2-TZVPD",
  "multiplicity": 2,
  "orbital_gap_ev": [5.369, 5.366],
  "homo_energy_ev": [-3.869, -3.867],
  "max_force_ev_per_a": 1.471,
  "de_lowest_kcal_mol": 25.2,
  "charge": -1,
  "e_lumo_ha": [0.055, 0.055],
  "s2": 0.76,
  "elements": ["Cs", "S", "C", "C", "C", "C", "C", "C", "N", "C", "C", "C", "C", "C", "C", "C", "H", "H", "H", "H", "H", "H", "H", "H", "F", "C", "C", "F", "C", "F", "C", "S", "C", "F", "C", "F", "O", "H", "H", "O", "H", "H", "C", "C", "C", "C", "C", "C", "Ge", "C", "C", "C", "C", "C", "C", "C", "C", "C", "C", "C", "C", "H", "H", "H", "H", "H", "H", "H", "H", "H", "H", "H", "H", "H", "H", "H", "N", "C", "C", "N", "C", "C", "H", "H", "H", "H", "H", "H", "H", "H", "H", "H", "H", "C", "Sb", "C", "C", "H", "H", "H", "H", "H", "H", "H", "H", "H", "C", "As", "C", "C", "H", "H", "H", "H", "H", "H", "H", "H", "H", "O", "S", "N"],
  "coordinates": [[-1.075, 0.558, 0.419], [5.589, 2.728, 0.798], [4.618, 3.064, 2.190], [4.994, 3.542, 3.442], [4.011, 3.691, 4.400], [2.674, 3.379, 4.121], [2.302, 2.909, 2.879], [3.286, 2.744, 1.904], [3.056, 2.249, 0.637], [4.154, 2.160, -0.037], [4.263, 1.612, -1.394], [5.485, 1.539, -2.073], [5.557, 0.978, -3.338], [4.422, 0.471, -3.957], [3.187, 0.521, -3.310], [3.186, 1.095, -2.073], [6.027, 3.772, 3.665], [4.280, 4.045, 5.386], [1.924, 3.496, 4.893], [1.273, 2.652, 2.653], [6.389, 1.914, -1.605], [6.513, 0.927, -3.842], [4.490, 0.025, -4.942], [2.291, 0.116, -3.763], [5.188, 0.220, 5.253], [4.579, -0.167, 4.118], [3.203, -0.290, 4.061], [2.462, -0.014, 5.149], [2.595, -0.696, 2.888], [1.251, -0.828, 2.917], [3.293, -0.995, 1.717], [2.519, -1.491, 0.237], [4.683, -0.867, 1.824], [5.470, -1.157, 0.774], [5.317, -0.465, 2.987], [6.656, -0.360, 3.031], [1.405, -4.384, 0.249], [1.253, -4.404, -0.706], [1.699, -3.439, 0.406], [0.519, 2.343, -0.964], [1.186, 1.795, -1.409], [1.033, 2.713, -0.234], [-0.583, -5.641, -3.380], [0.457, -4.754, -3.112], [0.191, -3.399, -2.954], [-1.100, -2.868, -3.095], [-2.117, -3.778, -3.390], [-1.871, -5.143, -3.520], [-1.333, -0.886, -2.725], [-0.482, -0.152, -4.394], [-0.310, 1.235, -4.475], [0.357, 1.833, -5.535], [0.902, 1.050, -6.544], [0.750, -0.329, -6.487], [0.058, -0.915, -5.432], [-3.277, -0.660, -3.219], [-3.696, 0.137, -4.288], [-5.039, 0.395, -4.529], [-6.016, -0.142, -3.703], [-5.630, -0.934, -2.631], [-4.283, -1.178, -2.398], [-0.384, -6.699, -3.503], [1.476, -5.122, -3.043], [1.014, -2.721, -2.732], [-3.130, -3.414, -3.528], [-2.688, -5.818, -3.752], [-0.692, 1.864, -3.676], [0.472, 2.911, -5.561], [1.440, 1.508, -7.364], [1.166, -0.952, -7.270], [-0.054, -1.994, -5.416], [-2.956, 0.566, -4.954], [-5.323, 1.020, -5.368], [-7.064, 0.063, -3.885], [-6.375, -1.345, -1.960], [-4.023, -1.780, -1.532], [-0.867, -5.048, 1.069], [-1.853, -4.389, 0.151], [-1.651, -2.885, 0.255], [-1.719, -2.374, 1.605], [-0.859, -3.080, 2.520], [-1.055, -4.594, 2.483], [0.116, -4.782, 0.733], [-0.934, -6.060, 0.997], [-2.851, -4.680, 0.485], [-1.675, -4.756, -0.860], [-2.400, -2.393, -0.361], [-0.678, -2.631, -0.183], [-2.672, -2.209, 1.918], [-1.010, -2.713, 3.536], [0.182, -2.862, 2.256], [-2.068, -4.871, 2.781], [-0.332, -5.121, 3.105], [-3.916, 1.284, 4.468], [-2.005, 0.479, 3.921], [-0.901, 2.163, 4.705], [-1.784, -0.637, 5.771], [-3.906, 1.560, 5.523], [-4.690, 0.542, 4.280], [-4.119, 2.157, 3.853], [-1.348, 2.508, 5.638], [-0.905, 2.978, 3.980], [0.130, 1.858, 4.890], [-2.130, -0.045, 6.619], [-0.734, -0.890, 5.918], [-2.364, -1.559, 5.727], [-2.819, 4.704, 2.043], [-1.436, 3.879, 0.927], [-0.278, 5.468, 0.776], [-2.327, 4.071, -0.805], [-3.156, 5.649, 1.612], [-2.421, 4.885, 3.042], [-3.651, 4.006, 2.106], [-0.856, 6.364, 0.544], [0.454, 5.306, -0.017], [0.257, 5.617, 1.715], [-2.734, 5.080, -0.890], [-3.127, 3.338, -0.879], [-1.601, 3.898, -1.599], [-4.352, -0.862, 1.596], [-4.523, 0.476, 0.943], [-3.499, 1.513, 1.103]]
}